1.
C25H21BrN6O3OsS as an isolated structure, computed with ωB97M-V/def2-TZVPD.

Values from the calculation:
Spin multiplicity: 6
Total charge: +1
HOMO energy (spin up / spin down) (eV): -8.100 / -10.409

XYZ file:
```
58
Properties=species:S:1:pos:R:3:lowdin_charge:R:1
Os -0.0073 -0.1298 -0.1736 1.6513
Br 7.1917 -1.7947 -1.2244 0.7563
C 5.3286 -1.4690 -1.2567 -0.6921
C 4.6205 -1.6971 -2.4277 -0.1152
C 3.2513 -1.4556 -2.4369 -0.0021
C 2.6185 -0.9954 -1.3016 -0.2939
O 1.2772 -0.7919 -1.3696 -0.2996
C 3.3193 -0.7502 -0.1003 -0.1562
C 2.7323 -0.2697 1.0862 -0.0465
N 1.4149 0.0808 1.2557 -0.1218
C 0.9735 0.5489 2.4738 -0.2267
C 1.6943 0.6371 3.6562 0.0010
C 1.1076 1.1847 4.8089 -0.0591
C -0.1798 1.6490 4.8302 -0.0331
C -0.9575 1.5634 3.6521 -0.1428
C -2.2893 2.0068 3.5515 0.0260
C -2.9736 1.8870 2.3653 -0.0278
C -2.3343 1.3111 1.2704 -0.1070
N -1.0821 0.8827 1.3383 -0.0699
C -0.3783 1.0024 2.4975 -0.1487
C 4.7079 -1.0097 -0.1182 -0.0747
H 5.1243 -2.0562 -3.3130 0.1038
H 2.6644 -1.6258 -3.3292 0.1239
H 3.3865 -0.1039 1.9278 0.1076
H 2.7146 0.2932 3.7259 0.1026
H 1.7096 1.2373 5.7065 0.1146
H -0.6103 2.0760 5.7253 0.1163
H -2.7683 2.4454 4.4179 0.1289
H -3.9967 2.2196 2.2701 0.1142
H -2.8438 1.1741 0.3262 0.0960
H 5.2869 -0.8373 0.7794 0.1110
O -0.6723 -1.8506 1.2801 -0.2293
N -1.0849 -2.9823 0.7494 -0.2083
C -0.9445 -4.1116 1.4794 0.0057
C -1.3933 -5.3129 1.0019 -0.0308
C -1.9899 -5.3605 -0.2565 -0.0445
C -2.1059 -4.2051 -0.9937 -0.0703
C -1.6437 -2.9918 -0.4846 -0.6020
S -1.7009 -1.5058 -1.3690 0.6851
H -0.4678 -3.9546 2.4343 0.1447
H -1.2724 -6.2004 1.6047 0.1187
H -2.3502 -6.2977 -0.6568 0.1190
H -2.5450 -4.2075 -1.9806 0.1137
C -2.3985 3.7227 -4.0530 -0.0078
N -1.5310 3.0652 -3.0970 -0.0846
C -0.2245 3.5544 -2.6988 -0.0113
C 0.1881 2.5069 -1.6779 -0.4728
O 1.1850 2.4921 -1.0022 0.0809
N -0.8072 1.5419 -1.6137 0.0227
C -1.7818 1.9186 -2.4530 -0.4023
N -2.9272 1.2552 -2.6119 0.2132
H -2.0984 4.7646 -4.1324 0.1006
H -3.4333 3.7123 -3.7086 0.0945
H -2.3334 3.2659 -5.0423 0.1026
H -0.2697 4.5458 -2.2459 0.1480
H 0.4860 3.5685 -3.5274 0.1501
H -3.0263 0.3321 -2.2113 0.0152
H -3.5593 1.5210 -3.3469 0.1133
```

***

2.
C25H21Cl2F6N2O7PPdS2 as an isolated structure, computed with ωB97M-V/def2-TZVPD.

Values from the calculation:
Spin multiplicity: 1
Total charge: -2
HOMO energy (eV): -3.051

XYZ file:
```
67
Properties=species:S:1:pos:R:3:lowdin_charge:R:1
Pd 1.1300 0.4282 0.3530 0.8035
O 4.8010 -0.3925 -1.1614 0.0109
C 3.7216 -0.4985 -0.5915 -0.7156
O 3.1451 0.4121 0.1036 -0.1794
C 3.0397 -1.8742 -0.6212 -0.2468
P 1.2860 -1.8335 -0.1140 1.0022
C 0.3278 -1.7461 -1.6624 -0.3639
C 0.9064 -1.2962 -2.8487 -0.0854
C 0.1147 -1.0373 -3.9561 -0.0869
C -1.2607 -1.2174 -3.8904 -0.0908
C -1.8462 -1.6468 -2.7105 -0.0772
C -1.0570 -1.9064 -1.5995 -0.1057
C 1.0296 -3.5342 0.4897 -0.3482
C 0.5423 -4.5554 -0.3259 -0.0868
C 0.4138 -5.8459 0.1685 -0.1007
C 0.7762 -6.1285 1.4783 -0.1054
C 1.2596 -5.1157 2.2941 -0.0876
C 1.3748 -3.8241 1.8052 -0.1096
H 3.5727 -2.4827 0.1167 0.0943
H 3.1883 -2.3570 -1.5865 0.0857
H 1.9709 -1.1055 -2.9032 0.1012
H 0.5702 -0.6596 -4.8587 0.0975
H -1.8802 -0.9805 -4.7470 0.0956
H -2.9242 -1.7213 -2.6252 0.1063
H -1.5300 -2.1740 -0.6592 0.0937
H 0.2574 -4.3368 -1.3469 0.1003
H 0.0291 -6.6310 -0.4719 0.0948
H 0.6719 -7.1353 1.8655 0.0922
H 1.5229 -5.3247 3.3232 0.0995
H 1.7006 -3.0232 2.4581 0.1109
F -4.6262 1.9721 2.0866 0.1099
C -3.9547 2.9981 2.6104 -0.6774
F -4.1732 2.9779 3.9375 0.0945
F -4.5167 4.1212 2.1442 0.1016
S -2.1414 2.9044 2.2284 0.4760
O -1.7021 1.8206 3.0678 -0.3367
O -1.7157 4.2396 2.6251 -0.3556
N -2.0883 2.7203 0.7110 -0.4037
S -1.8406 1.3848 -0.2582 0.6518
O -0.9048 0.4249 0.5532 -0.6451
O -3.1191 0.6461 -0.3278 -0.5126
C 3.6080 5.7243 -4.4596 -0.1215
F 3.1596 6.6575 -5.2364 0.0569
F 4.1907 4.8979 -5.2720 0.0577
F 4.9112 5.9228 0.5140 -0.3956
C -2.9243 -1.0074 2.5248 -0.0296
C -2.1293 -2.2450 2.3212 -0.5023
C -2.7911 -3.3582 1.5403 -0.0265
O -1.0034 -2.3823 2.7322 0.0564
H -3.9898 -1.1664 2.3716 0.0831
H -2.5656 -0.2752 1.7691 0.0494
H -2.7210 -0.5759 3.4967 0.0840
H -3.5681 -3.8087 2.1656 0.0804
H -2.0584 -4.1149 1.2647 0.0644
H -3.2833 -2.9516 0.6529 0.0783
Cl 3.1121 5.4380 -1.1921 0.6478
C 1.0919 2.7690 -2.5380 0.0659
C 1.3382 5.7535 -1.4629 -0.3262
C 0.5498 5.5685 -0.3242 -0.2659
C 0.5821 4.7009 0.7149 -0.0957
C 1.1177 3.3708 0.8614 -0.6095
Cl 1.3068 2.8497 2.5699 0.6690
C 1.1573 2.4070 -0.0654 -0.3625
N 1.0734 2.6983 -1.3731 -0.0563
H 4.1169 5.2757 0.0357 -0.0664
H -0.3037 6.2453 -0.3073 0.0982
H -0.0494 4.9407 1.5418 0.0650
```

***

3.
C25H21Cl2F6N2O7PPdS2 as an isolated structure, computed with ωB97M-V/def2-TZVPD.

Values from the calculation:
Spin multiplicity: 3
Total charge: -2
HOMO energy (spin up / spin down) (eV): -1.314 / -1.352

XYZ file:
```
67
Properties=species:S:1:pos:R:3:lowdin_charge:R:1
Pd -0.3768 0.7629 -1.3218 0.3465
O 5.5144 2.8787 -0.1595 0.0254
C 4.3960 2.9549 -0.0129 -0.0030
O 1.8547 0.8389 -1.6418 -0.7358
C 2.7376 -1.6561 2.0507 -0.2547
P 1.3988 -0.7354 1.5903 1.0669
C 1.7099 1.0131 2.0652 -0.3333
C 0.9250 2.0256 1.5078 -0.0932
C 1.2212 3.3584 1.7410 -0.0789
C 2.3053 3.7023 2.5378 -0.1267
C 3.0948 2.7058 3.0923 -0.1289
C 2.8090 1.3680 2.8480 -0.1114
C -0.2356 -1.0353 2.3396 -0.3479
C -0.3440 -1.7712 3.5163 -0.1337
C -1.5880 -2.0009 4.0852 -0.1155
C -2.7321 -1.5001 3.4779 -0.1063
C -2.6263 -0.7688 2.3038 -0.0729
C -1.3827 -0.5351 1.7361 -0.1007
H 3.7178 -1.1979 2.1330 0.0216
H 4.1350 -0.1889 0.4791 0.0389
H 0.1023 1.7768 0.8425 0.0656
H 0.6173 4.1227 1.2687 0.1011
H 2.5460 4.7453 2.7091 0.0917
H 3.9488 2.9653 3.7079 0.0908
H 3.4297 0.6004 3.2892 0.0854
H 0.5521 -2.1684 3.9793 0.0937
H -1.6631 -2.5812 4.9979 0.0882
H -3.7059 -1.6902 3.9157 0.0882
H -3.5061 -0.3823 1.8042 0.1000
H -1.3220 0.0074 0.7991 0.0364
F 0.1284 2.0659 -3.9083 0.1227
C -0.4751 3.2351 -4.0546 -0.6739
F -1.4651 3.0945 -4.9476 0.1152
F 0.4141 4.1010 -4.5740 0.1081
S -1.1175 3.9191 -2.4542 0.5597
O -0.0465 3.7374 -1.5202 -0.3015
O -1.4924 5.2612 -2.8107 -0.3099
N -2.4332 3.1228 -2.1626 -0.3099
S -2.7079 1.6141 -1.8039 0.5383
O -2.5866 0.6405 -2.8737 -0.3200
O -2.5587 1.2297 -0.4038 -0.3457
C -4.5546 1.8452 -1.8647 -0.6661
F -4.9849 2.1987 -3.0835 0.1096
F -5.1737 0.6898 -1.5493 0.0920
F -4.9978 2.7679 -0.9961 0.1065
C -1.8144 -2.9300 -3.0155 -0.0322
C -2.2460 -2.3144 -1.7064 -0.4954
C -3.7273 -2.1109 -1.5043 -0.0273
O -1.4456 -1.9993 -0.8623 0.0168
H -2.6645 -3.2405 -3.6239 0.0663
H -1.1496 -3.7706 -2.8205 0.0606
H -1.2232 -2.1894 -3.5563 0.0873
H -4.2297 -3.0837 -1.5063 0.0801
H -4.1290 -1.5208 -2.3278 0.0706
H -3.9052 -1.5924 -0.5654 0.0700
Cl 2.9998 0.3596 -0.6781 0.7332
C 3.4896 -1.1559 -1.1686 -0.3180
C 4.1759 -2.3185 -0.6973 -0.2465
C 3.8558 -3.1204 0.3330 -0.1145
C 2.6545 -2.9167 1.2224 -0.4443
C 1.2760 -2.7909 0.5097 -0.6598
Cl 0.0786 -3.9546 1.1890 0.6385
C 1.2385 -2.9780 -0.9098 -0.3574
N 1.2295 -3.1268 -2.0532 0.1816
H 5.0214 -2.6088 -1.3208 0.0861
H 4.4920 -3.9783 0.5242 0.0860
H 2.5416 -3.7962 1.8638 0.0962
```

***

4.
C25H21CoN9O2S3 as an isolated structure, computed with ωB97M-V/def2-TZVPD.

Values from the calculation:
Spin multiplicity: 4
HOMO energy (spin up / spin down) (eV): -7.149 / -7.347

XYZ file:
```
61
Properties=species:S:1:pos:R:3:lowdin_charge:R:1
Co -1.1100 -0.5878 1.1489 0.4222
N 1.5210 -1.8902 -1.5627 0.1816
C 0.9634 -1.0006 -2.5266 -0.1607
C 1.3558 -0.6041 -3.7726 -0.0245
C 0.4946 0.2814 -4.5060 -0.0781
C -0.7476 0.6141 -4.0012 -0.0919
C -1.1065 0.2782 -2.6821 -0.0157
C -0.2258 -0.4331 -1.8843 -0.1408
N -0.2624 -0.9563 -0.5480 0.0888
C 0.7527 -1.8278 -0.4396 -0.2380
C 0.9762 -2.4223 0.8362 -0.2496
C 1.8888 -3.3255 1.3456 -0.3389
S 1.5331 -3.7155 2.9516 1.0665
C 0.1967 -2.6281 2.9358 -0.4081
N 0.0285 -1.9944 1.8309 -0.0758
H 2.4114 -2.3718 -1.6317 0.1666
H 2.3558 -0.8538 -4.2050 0.1209
H 0.7698 0.6372 -5.4680 0.0897
H -1.4508 1.2049 -4.5668 0.1017
H -2.1129 0.5128 -2.2275 0.1325
H 2.6914 -3.8245 0.7771 0.0906
H -0.5068 -2.5457 3.7535 0.1065
N 4.2838 5.3790 0.1336 0.0766
C 3.4646 4.4425 0.7691 -0.2974
C 3.6532 3.0572 0.4631 -0.0440
C 2.9626 2.0629 1.0945 -0.0491
C 2.1075 2.4442 2.1698 -0.3095
C 1.9205 3.7402 2.5484 -0.0831
C 2.5831 4.7333 1.8428 -0.0238
S 1.1725 1.2521 3.0450 0.6418
O 0.6287 1.8060 4.2849 -0.3085
O 1.9614 0.0755 3.0508 -0.3168
N -0.0462 0.9478 1.8865 -0.1290
C -1.0832 1.8107 1.6948 -0.4651
N -1.2095 3.0269 2.2000 0.1342
C -2.3777 3.6196 2.1195 -0.1068
C -3.4369 3.0767 1.3232 -0.0480
C -3.2258 1.7993 0.7662 -0.0911
N -2.0111 1.1764 0.9109 -0.0057
H 4.5266 5.2651 -0.8529 0.0958
H 3.9199 6.3328 0.2870 0.0976
H 4.2614 2.7526 -0.3856 0.1060
H 3.2171 1.0301 0.9127 0.1082
H 1.4506 3.9506 3.4945 0.1122
H 2.5750 5.7605 2.1752 0.1030
H -2.4860 4.5672 2.6509 0.1117
H -4.4390 3.5264 1.4026 0.0963
H -3.8908 1.1950 0.1593 0.1004
C -2.7891 -3.6797 -3.1680 -0.0341
C -2.4912 -3.8225 -1.6853 -0.3438
C -1.7113 -4.8659 -1.1806 -0.0464
C -1.7011 -5.0041 0.1930 -0.1301
N -2.1190 -4.0122 0.9954 0.0389
C -2.7385 -3.0223 0.4331 -0.8524
S -3.1980 -1.6800 1.4765 0.5799
N -3.0732 -2.9406 -0.8770 0.0976
H -2.4005 -4.5248 -3.7386 0.0653
H -2.2538 -2.7945 -3.5902 0.0783
H -3.8602 -3.5370 -3.3752 0.0838
H -1.2276 -5.5577 -1.8559 0.0971
H -1.3354 -5.9363 0.6688 0.1149
```

***

We obtain DFT total energy values of -4582.15733 -4386.45110 -4386.17102 -4185.93146 Ha for the records listed above, in that order.